No. 1
ORCA calculation (wB97M-V/def2-TZVPD) on a structure of composition C40H49N7Ta.

Structure (ORCA input):
```
! RIJCOSX wB97M-V def2-TZVPD def2/J DEFGRID3
* xyz 3 1
Ta 0.240 -0.055 0.561
N 1.444 1.598 1.399
N 1.167 -1.294 2.424
N 5.073 -3.518 0.645
N -0.680 0.668 2.547
N 1.723 -1.063 -0.315
N -0.997 -1.981 0.865
N 3.393 -3.547 -3.613
C -0.297 3.017 -1.357
C 1.748 -0.831 -3.664
C 1.280 -1.584 4.805
C -1.143 3.143 -2.638
C -1.857 -4.613 1.259
C 2.308 -3.184 3.380
C 2.807 1.014 -2.329
C 1.054 3.716 -1.520
C 2.034 -2.735 4.663
C -3.813 0.183 -2.577
C 2.757 1.777 1.152
C -1.793 -0.266 -1.434
C -4.002 -0.990 -0.383
C -2.185 -1.297 2.978
C -2.197 -3.605 2.138
C -3.115 -2.205 -2.401
C 3.436 2.890 1.600
C 3.448 -3.158 -2.533
C -0.205 1.461 -1.083
C 2.548 -1.817 -0.737
C 0.087 0.357 3.793
C 1.515 0.549 -3.021
C -3.151 -0.874 -1.648
C 1.219 1.481 -4.226
C -1.758 -2.301 1.934
C -0.695 -2.976 -0.007
C -2.087 0.184 2.680
C 0.871 -0.901 3.673
C -1.463 0.850 -0.619
C 1.847 -2.452 2.308
C -0.651 2.149 2.428
C 0.776 2.521 2.124
C 4.394 -3.170 -0.214
C -1.055 3.843 -0.306
C -0.647 -0.527 -2.218
C 2.744 3.854 2.320
C 3.454 -2.691 -1.184
C -1.086 -4.282 0.152
C 1.395 3.659 2.594
C 0.289 0.512 -2.114
H 4.491 2.993 1.388
H -2.669 -2.105 -3.391
H 2.014 1.321 -4.955
H -1.257 4.815 -0.754
H -4.793 -0.193 -2.872
H 3.490 1.413 -3.079
H 1.628 3.373 -2.375
H 0.775 1.177 3.996
H -2.620 0.436 1.765
H 2.634 1.794 -1.593
H 1.010 -1.211 5.784
H -0.564 -1.352 -2.909
H 1.032 -1.034 -4.461
H 1.209 2.538 -3.977
H -2.033 3.443 -0.035
H -0.767 2.550 -3.467
H 3.253 1.003 0.584
H -3.954 1.137 -2.067
H -0.101 -2.700 -0.864
H 3.326 0.187 -1.845
H -3.236 -1.496 3.196
H 0.878 4.782 -1.665
H 0.836 4.376 3.181
H -2.174 2.840 -2.447
H -0.465 4.047 0.584
H -0.800 -5.019 -0.585
H -2.559 0.732 3.500
H -0.993 2.614 3.355
H 0.276 1.221 -4.709
H -2.218 1.453 -0.138
H 1.670 3.609 -0.624
H -4.136 -2.557 -2.549
H -1.660 -1.537 3.906
H 2.005 -2.833 1.319
H 1.680 -1.655 -2.957
H -0.606 0.318 4.636
H -2.582 -2.977 -1.851
H 2.381 -3.280 5.531
H -1.163 4.185 -2.959
H 2.874 -4.087 3.199
H -3.668 -1.809 0.253
H -2.810 -3.818 3.003
H 2.740 -0.859 -4.115
H -5.031 -1.203 -0.670
H -3.230 0.350 -3.484
H 3.251 4.739 2.682
H -4.020 -0.060 0.189
H -1.330 2.458 1.638
H -2.190 -5.629 1.425
*
```

Energy above the lowest of the compared OMol25 structures with the same formula, charge and spin (kJ/mol): 30.9
Molecular weight (g/mol): 808.83
E (eV): -54233.317
Orbital gap (eV): 6.945
Strongest force on any atom (hartree/bohr): 0.0291



No. 2
ORCA calculation (wB97M-V/def2-TZVPD) on a structure of composition C40H49N8OPdS.

Structure (ORCA input):
```
! RIJCOSX wB97M-V def2-TZVPD def2/J DEFGRID3
* xyz 1 1
Pd -0.262 -0.178 0.276
S -2.609 -0.785 0.116
O -1.895 2.044 1.089
N -1.729 0.238 -2.215
N 0.050 0.305 2.353
N 1.540 2.132 -1.863
N -0.167 2.066 -0.352
N 1.835 -0.356 0.490
N -2.841 -1.660 -2.404
N -1.057 4.079 0.547
N -0.014 -1.890 -0.847
C -1.989 0.127 -3.642
C -2.106 4.680 1.340
C -1.111 -3.650 2.966
C -3.313 -2.970 -2.060
C -0.081 4.795 -0.041
C -2.459 -1.329 -3.765
C 3.702 0.218 1.870
C 0.674 0.108 5.089
C -0.601 -3.724 0.615
C 4.048 -0.374 -0.398
C 0.032 -3.112 -0.588
C -1.882 -5.486 1.632
C 2.325 0.030 1.693
C 6.895 -0.004 -0.222
C -0.522 -3.086 1.848
C 6.100 0.039 1.085
C -2.371 -0.755 -1.537
C 0.850 4.188 -0.824
C 1.354 -5.192 -1.013
C -0.898 0.326 3.277
C 6.500 1.310 1.845
C 1.337 0.156 2.751
C 2.686 -0.527 -0.518
C 1.069 0.003 6.552
C -1.780 -4.858 2.863
C -0.136 -0.028 7.494
C 1.873 -1.289 6.768
C -0.645 0.240 4.638
C -1.073 2.676 0.458
C 2.109 -5.989 -1.854
C 1.655 0.064 4.110
C 1.934 1.221 6.910
C 0.765 -4.029 -1.498
C 0.747 2.784 -0.996
C 0.960 -3.670 -2.829
C 4.602 -0.010 0.843
C -1.301 -4.923 0.509
C 1.718 -4.468 -3.663
C 2.297 -5.630 -3.179
C 6.467 -1.192 1.929
H -3.080 4.428 0.915
H 1.629 4.746 -1.312
H 0.216 -0.103 8.520
H -2.771 0.830 -3.956
H 1.483 1.123 -1.873
H 6.769 -0.954 -0.731
H 6.186 -2.106 1.412
H -3.460 -3.014 -0.982
H -1.654 -1.992 -4.103
H -0.729 0.879 7.414
H 2.894 -6.251 -3.829
H -2.076 4.272 2.352
H -1.041 -3.146 3.919
H -2.580 -3.728 -2.353
H -1.632 1.149 -1.782
H 2.253 -0.865 -1.458
H 2.857 1.240 6.335
H 4.665 -0.574 -1.258
H 1.270 -2.157 6.506
H 6.597 0.802 -0.888
H 7.538 -1.212 2.108
H 2.782 -1.306 6.172
H 2.555 -6.890 -1.466
H -3.308 -1.444 -4.439
H -1.478 0.284 5.320
H 7.953 0.114 -0.006
H -4.257 -3.175 -2.567
H 5.957 -1.174 2.888
H 7.584 1.392 1.870
H 1.391 2.144 6.720
H -0.768 -0.889 7.297
H 0.516 -2.752 -3.191
H 2.687 -0.076 4.387
H 2.160 -1.378 7.813
H 0.039 -2.159 1.928
H -1.390 -5.412 -0.450
H 6.153 1.296 2.874
H 1.237 -5.460 0.027
H 1.862 -4.176 -4.693
H 2.194 1.188 7.965
H 6.106 2.198 1.359
H -1.087 0.333 -4.220
H -2.206 -5.322 3.741
H -1.989 5.760 1.367
H -0.073 5.861 0.133
H 2.358 2.582 -2.231
H -2.414 -6.421 1.544
H -1.908 0.437 2.901
H 4.056 0.531 2.837
*
```

Energy above the lowest of the compared OMol25 structures with the same formula, charge and spin (kJ/mol): 172.0
Molecular weight (g/mol): 796.37
E (eV): -70555.750
Orbital gap (spin up / spin down) (eV): 6.702 / 6.675
Strongest force on any atom (hartree/bohr): 0.0751



Q: What is the formula in the second record?
A: C40H49N8OPdS



Q: Which of these has the highest strongest force on any atom?
A: C40H49N8OPdS